Arrangement a

# C5H12N2S

A 2-piece molecular cluster, C5H12N2S overall (ωB97M-V/def2-TZVPD, the OMol25 dataset).

CARTESIAN COORDINATES (ANGSTROEM)
S -2.467 0.372 1.702
N 0.782 0.565 -0.795
N -2.507 -0.172 0.135
C 1.532 0.451 1.488
C -3.298 0.398 -0.773
C 0.731 1.125 -2.115
C 1.485 0.994 0.149
C -1.610 -1.250 -0.125
H -3.946 1.081 -0.363
H -0.186 1.724 -2.301
H 0.573 0.383 -2.764
H 1.576 1.759 -2.373
H -1.555 -2.170 0.549
H -1.876 -1.695 -1.154
H 2.021 2.050 -0.128
H -3.444 0.005 -1.752
H 0.772 -0.441 1.553
H 1.131 1.215 2.275
H 2.539 0.281 1.779
H -0.531 -0.969 -0.396

Frontier orbital gap (spin up / spin down), eV: 7.79 / 7.79
Molar mass, g mol⁻¹: 132.2
HOMO level (spin up / spin down), eV: -7.75 / -7.75
SMILES: C=[N+](C)[S-].C/C=N/C

natural (NBO) population analysis, charges in e, atoms 1 to 4: number 1, S, carries -0.177; number 2, N, carries -0.452; number 3, N, carries -0.378; number 4, C, carries -0.685



Arrangement b

# C5H12N2S

One molecule with the formula C5H12N2S (ωB97M-V/def2-TZVPD, the OMol25 dataset).

CARTESIAN COORDINATES (ANGSTROEM)
S -0.804 -1.985 -0.613
N -0.562 -0.874 2.196
N 0.642 1.830 -1.191
C 1.734 -0.806 -0.261
C -1.423 0.182 1.741
C -0.241 0.654 -1.210
C -0.080 0.056 1.169
C 0.207 -0.437 -0.198
H 2.047 -1.116 -1.292
H 0.146 2.556 -1.715
H -1.262 0.976 -1.012
H 0.629 0.819 1.525
H 2.319 0.080 0.023
H -1.620 1.022 2.366
H -0.796 -1.795 1.824
H -0.225 0.252 -2.217
H -1.890 -1.374 -1.045
H 1.897 -1.564 0.455
H -2.280 -0.073 1.104
H 1.562 1.597 -1.649

Frontier orbital gap, eV: 9.54
Molar mass, g mol⁻¹: 132.2
HOMO level, eV: -8.83
SMILES: C[C@](S)(CN)[C@H]1CN1

natural (NBO) population analysis, charges in e, atoms 1 to 4: number 1, S, carries -0.066; number 2, N, carries -0.601; number 3, N, carries -0.849; number 4, C, carries -0.627



Arrangement c

# C5H12N2S

One molecule with the formula C5H12N2S (ωB97M-V/def2-TZVPD, the OMol25 dataset).

CARTESIAN COORDINATES (ANGSTROEM)
S 0.080 0.638 2.021
N -1.197 1.498 -0.212
N 0.409 -0.188 -0.374
C -0.292 -0.469 -1.669
C -0.347 0.714 0.435
C 0.725 -1.230 -2.533
C -1.576 -1.298 -1.427
C 1.890 0.224 1.808
H -1.872 -1.977 -2.311
H 0.795 -2.310 -2.303
H 0.047 -1.058 0.293
H 1.749 -0.770 -2.406
H -2.530 -0.626 -1.206
H 2.584 0.485 2.700
H 2.534 0.751 1.002
H -0.731 0.469 -1.986
H 1.902 -0.958 1.578
H 0.442 -1.255 -3.595
H -1.607 -1.941 -0.330
H -1.473 2.173 0.645

Frontier orbital gap, eV: 9.87
Molar mass, g mol⁻¹: 132.2
HOMO level, eV: -9.22
SMILES: [H]/N=C(/NC(C)C)SC

natural (NBO) population analysis, charges in e, atoms 1 to 4: number 1, S, carries 0.292; number 2, N, carries -0.681; number 3, N, carries -0.623; number 4, C, carries -0.120



arrangement b wins, 0.0595 hartree ahead of the next structure.



Arrangement a

# C28H73O14V

C28H73O14V as an isolated structure (ωB97M-V/def2-TZVPD, the OMol25 dataset).

CARTESIAN COORDINATES (ANGSTROEM)
V 1.122 2.673 -2.332
O 0.756 3.719 -3.450
O -0.261 -0.738 0.051
O -2.166 -0.340 6.512
O -0.965 1.793 -2.919
O -0.942 -1.006 -2.660
O 2.042 0.496 3.015
O -1.225 3.622 1.294
O 1.708 0.747 -3.702
O 0.875 1.027 -0.749
O 4.866 0.279 2.739
O -5.250 -3.217 0.038
O 2.132 -1.386 -2.023
O -0.195 1.110 1.178
O 2.692 2.895 -2.035
C -0.981 -0.406 5.755
C -2.111 -2.502 -4.115
C 2.792 0.995 5.183
C 2.049 0.444 -5.042
C -4.020 -2.020 1.662
C -3.290 1.625 -2.597
C 5.252 0.063 1.394
C 2.390 -3.480 -0.819
C -4.888 -0.867 -0.344
C -2.251 2.476 -4.783
C -5.189 -1.942 0.702
C -1.961 3.864 2.468
C -1.246 -2.380 -2.879
C 2.895 -2.562 -1.897
C -0.099 -1.457 6.416
C -1.403 -0.809 4.337
C 6.025 -1.284 1.349
C 2.315 2.828 3.490
C -2.167 2.450 -3.271
C 2.064 1.682 -5.884
C 2.984 -3.265 -3.297
C -1.274 3.570 3.772
C 0.969 -0.535 -5.589
C 0.151 0.519 0.160
C 3.943 0.072 0.577
C -1.789 -3.103 -1.659
C -3.223 2.984 2.342
C 1.907 1.461 4.060
H 7.047 -1.213 1.721
H -2.383 -3.544 -4.289
H 3.271 -0.779 0.693
H -4.154 -2.797 2.414
H -1.113 0.840 -2.997
H 2.276 1.491 -6.936
H -2.838 0.083 5.973
H 1.956 -3.532 -3.541
H 3.912 -2.251 -1.646
H -3.345 0.660 -3.104
H -0.353 4.148 3.857
H -1.852 3.887 4.642
H -1.534 3.150 -5.252
H 1.076 2.144 -5.844
H 3.388 1.000 0.709
H -1.894 -4.175 -1.835
H -3.802 -1.104 2.213
H 3.903 0.312 2.704
H 5.462 -2.001 1.947
H -0.371 -2.953 -3.199
H 3.852 1.108 4.951
H -4.003 -0.977 -0.970
H -3.072 1.932 2.592
H -5.671 -3.118 -0.819
H -1.101 -3.080 -0.813
H -1.912 0.039 3.872
H -3.225 2.786 -5.167
H 3.709 -4.077 -3.317
H 2.899 -4.435 -0.691
H 2.714 1.588 6.095
H -4.002 3.326 3.026
H -2.297 4.896 2.366
H -4.292 2.029 -2.756
H -2.124 1.450 -5.132
H 0.806 -1.432 -4.992
H -0.389 -0.927 -1.878
H 0.039 -1.204 7.467
H -3.567 3.021 1.309
H -3.049 -1.971 -3.948
H 3.368 2.758 3.215
H -0.572 -2.439 6.431
H 0.858 -1.535 5.900
H 3.387 -2.524 -3.990
H 1.347 -3.769 -0.967
H -6.132 -1.735 1.210
H -2.171 3.482 -2.921
H -3.105 -2.219 1.103
H -0.801 -0.687 0.853
H -2.109 -1.639 4.312
H 3.009 -0.069 -4.965
H -1.533 -2.148 -4.968
H 1.270 0.610 2.449
H -3.140 1.539 -1.522
H 1.199 -0.812 -6.619
H -5.764 -0.859 -0.996
H -0.484 0.562 5.840
H 5.987 0.821 1.117
H -0.570 -1.006 3.659
H 4.242 -0.017 -0.470
H 0.030 0.014 -5.665
H 1.832 -1.043 -1.175
H 1.735 3.018 2.587
H -1.026 2.515 3.888
H -4.808 0.096 0.162
H 2.424 -2.935 0.126
H 1.766 -0.118 -3.271
H 2.539 -0.037 5.424
H 6.115 -1.641 0.321
H -0.944 2.697 1.257
H 2.161 3.594 4.250
H 0.873 1.446 4.409
H -2.768 -2.751 -1.335
H 2.788 2.412 -5.521

Frontier orbital gap, eV: 7.79
Molar mass, g mol⁻¹: 684.8
HOMO level, eV: -9.36

Mulliken population analysis, charges in e, atoms 1 to 4: number 1, V, carries 0.925; number 2, O, carries -0.575; number 3, O, carries -0.234; number 4, O, carries -0.614



Arrangement b

# C28H73O14V

C28H73O14V as an isolated structure (ωB97M-V/def2-TZVPD, the OMol25 dataset).

CARTESIAN COORDINATES (ANGSTROEM)
V 0.626 -2.109 -2.160
O 0.095 -0.879 -0.446
O 0.717 -2.588 -3.678
O 0.262 1.001 0.779
O -1.467 -2.765 -2.066
O 2.742 1.154 -0.486
O 2.645 -1.015 -2.079
O 0.370 2.167 3.320
O -0.415 -0.906 1.711
O -1.138 2.041 -1.415
O -0.044 0.031 -3.035
O -3.077 0.273 2.535
O 1.247 -3.326 -1.287
O -1.962 -2.988 0.560
O 1.570 -0.876 3.704
C 3.954 -2.801 -3.003
C 2.350 -1.958 3.221
C 4.664 -1.692 -0.876
C -0.811 -4.891 1.444
C -3.341 -1.323 -2.477
C 3.725 2.620 1.123
C -0.745 4.197 -0.541
C -0.860 1.379 -4.853
C -2.548 -2.521 -2.974
C -2.570 3.795 -2.208
C -0.072 -0.316 0.657
C -1.597 3.497 3.468
C 0.721 4.490 3.715
C 3.996 -1.485 -2.232
C 2.363 -3.085 4.270
C 3.757 -1.457 2.928
C 3.296 2.471 -0.334
C 1.426 1.731 -3.933
C 4.479 2.512 -1.282
C -4.867 -0.778 1.248
C -2.137 -4.175 1.363
C -4.579 1.735 1.468
C -0.197 3.293 4.013
C 0.346 0.699 -4.245
C -3.421 -3.774 -2.987
C -1.848 3.234 -1.019
C -3.891 0.381 1.347
C -2.690 -3.722 2.710
H -3.752 -3.505 2.619
H 4.432 -2.189 2.476
H 2.711 -0.225 -1.493
H -1.146 5.188 -0.309
H 1.353 -3.435 4.480
H -2.958 4.788 -1.976
H -0.333 -4.907 0.463
H -1.826 -2.788 -1.141
H 1.936 -2.289 2.262
H 4.219 -2.509 -0.310
H -1.885 3.911 -3.051
H -3.419 3.194 -2.540
H 3.463 -2.715 -3.970
H -2.110 -2.903 3.130
H 1.184 2.458 -3.158
H -2.206 2.625 3.705
H 4.176 2.215 -2.285
H -2.695 -0.455 -2.329
H 4.985 -3.086 -3.240
H -1.679 0.722 -5.155
H -0.246 3.771 0.329
H -0.630 1.724 -0.647
H 4.575 -0.734 -2.778
H 1.265 1.997 3.632
H -0.028 4.356 -1.347
H 2.540 3.197 -0.651
H 0.722 -0.100 -4.883
H 2.897 -2.704 5.137
H -2.597 -4.581 3.386
H 4.596 -0.760 -0.314
H -4.352 -3.646 -3.544
H 5.722 -1.911 -1.032
H 4.309 -1.049 3.777
H -1.285 2.148 -4.208
H -0.147 -4.378 2.147
H -0.028 1.147 1.721
H -0.893 -5.927 1.780
H 5.294 1.860 -0.949
H -4.125 -1.002 -3.168
H -2.009 4.383 3.949
H -5.472 -0.692 0.342
H -2.544 3.036 -0.199
H 0.248 5.439 3.985
H 3.676 -0.674 2.166
H -2.357 -0.338 2.325
H -3.187 0.386 0.505
H -5.170 1.881 0.552
H -2.095 -2.339 -3.948
H -3.909 2.585 1.544
H -3.717 -4.044 -1.971
H -0.526 1.821 -5.799
H -2.856 -4.832 0.870
H -5.335 1.709 2.253
H 0.683 -0.959 3.324
H 0.984 4.511 2.658
H 2.853 2.550 1.773
H 1.640 4.460 4.306
H -1.345 -2.369 1.005
H 4.454 1.884 1.458
H 4.174 3.605 1.290
H 1.661 2.384 -4.786
H 2.879 -3.953 3.848
H -0.499 0.680 -2.464
H -4.305 -1.713 1.182
H -3.857 -1.570 -1.546
H -5.542 -0.871 2.099
H -2.904 -4.623 -3.435
H 1.988 1.049 0.132
H 5.009 3.468 -1.286
H -1.547 3.599 2.384
H 2.410 1.282 -3.775
H 3.580 -3.596 -2.362
H -0.178 3.088 5.087

Frontier orbital gap, eV: 9.84
Molar mass, g mol⁻¹: 684.8
HOMO level, eV: -9.65

Mulliken population analysis, charges in e, atoms 1 to 4: number 1, V, carries 1.001; number 2, O, carries 0.172; number 3, O, carries -0.414; number 4, O, carries 1.338



Arrangement c

# C28H73O14V

C28H73O14V as an isolated structure (ωB97M-V/def2-TZVPD, the OMol25 dataset).

CARTESIAN COORDINATES (ANGSTROEM)
V 2.612 -0.119 3.782
O 1.544 4.649 -1.405
O -3.880 2.140 1.518
O -0.658 0.121 -1.147
O -0.454 -2.024 -0.919
O -0.748 -5.684 1.741
O 4.841 -2.163 -5.251
O -3.619 1.748 -4.173
O 0.523 -0.587 0.467
O 3.139 0.511 5.165
O 3.706 -1.257 3.392
O -0.169 -2.398 5.377
O 4.360 3.064 2.053
O -0.326 3.020 4.236
O 1.091 -4.436 -5.182
C -5.557 1.755 -5.429
C -0.861 5.369 4.242
C -0.196 -7.046 -0.111
C 1.179 5.721 -2.223
C 1.862 6.965 -1.617
C -6.173 2.709 1.803
C 0.374 -3.651 -7.225
C 1.619 5.336 -3.665
C -1.318 -7.919 2.028
C -5.154 1.591 1.596
C -5.191 0.470 2.731
C -0.798 -2.538 6.616
C 4.976 -2.273 -2.909
C -1.856 -3.649 6.479
C -1.199 -4.871 -5.716
C -0.430 4.126 5.139
C -4.332 -0.406 -4.870
C -4.728 0.964 -4.421
C -0.148 -0.808 -0.553
C 0.328 -2.921 7.619
C 6.223 3.596 0.625
C 5.583 3.885 2.027
C -1.227 -6.794 1.018
C 3.950 -0.211 -4.124
C 6.444 3.397 3.194
C 4.998 -1.332 -4.180
C -1.501 3.806 6.192
C -0.042 -3.982 -5.845
H -2.068 -4.409 -6.184
H -0.305 -8.303 2.150
H 5.298 4.924 2.189
H 0.902 4.623 -4.072
H -4.695 0.831 3.632
H 3.008 -0.732 -3.949
H 5.672 4.071 -0.188
H -1.975 -8.722 1.693
H -5.266 0.879 -3.477
H -2.350 -3.854 7.428
H 1.624 7.154 -0.570
H -3.689 -0.435 -5.749
H -0.042 5.709 3.607
H 0.802 -7.314 0.235
H -6.230 0.350 3.039
H 2.612 4.890 -3.709
H -0.948 -5.874 -6.061
H 7.235 3.990 0.532
H -1.698 5.130 3.586
H -1.807 4.794 6.537
H -6.372 3.349 0.944
H -1.120 3.147 6.972
H -1.038 3.120 3.600
H -5.358 1.099 0.645
H 4.004 0.291 -5.090
H -0.185 -3.053 -5.293
H -1.455 -4.631 6.227
H -5.943 3.319 2.677
H 5.050 -1.754 -6.094
H -1.465 -4.967 -4.663
H -0.606 -7.763 -0.823
H 6.138 2.537 0.382
H -7.128 2.216 1.982
H -6.608 1.467 -5.460
H 0.651 -4.603 -7.679
H 0.586 4.404 5.422
H -4.709 -0.457 2.418
H -1.212 6.193 4.864
H 0.889 -1.991 7.708
H 5.788 -3.000 -2.867
H 0.090 5.713 -2.179
H -0.426 -3.143 -7.764
H 5.085 -1.678 -2.003
H 2.946 7.027 -1.716
H -3.107 1.263 -3.521
H -0.936 -1.719 -1.692
H 7.472 3.759 3.201
H -5.222 -0.992 -5.098
H -0.738 -4.879 1.219
H -3.384 1.663 0.848
H 4.019 -2.793 -2.859
H -0.042 -6.194 -0.773
H 0.937 -3.702 7.163
H 5.977 -0.854 -4.184
H 1.715 6.226 -4.287
H -1.310 -1.612 6.881
H -3.871 -0.990 -4.073
H -5.589 2.787 -5.082
H 1.840 -3.891 -5.437
H 5.978 3.795 4.095
H 6.466 2.321 3.367
H 4.047 0.489 -3.294
H 1.410 7.788 -2.170
H -0.329 -3.228 4.922
H -5.149 1.703 -6.438
H -2.300 3.228 5.728
H 1.275 -3.039 -7.276
H 0.950 3.913 -1.570
H 0.030 -3.317 8.590
H -1.578 -7.629 3.046
H 3.751 3.436 1.412
H -2.194 -6.453 0.649
H -2.583 -3.491 5.682

Frontier orbital gap, eV: 3.18
Molar mass, g mol⁻¹: 684.8
HOMO level, eV: -7.43

Mulliken population analysis, charges in e, atoms 1 to 4: number 1, V, carries 1.858; number 2, O, carries -0.524; number 3, O, carries -0.523; number 4, O, carries -0.689



arrangement b wins, 0.1257 hartree ahead of the next structure.



Arrangement a

# BH3S3

A 2-piece molecular cluster, BH3S3 overall (ωB97M-V/def2-TZVPD, the OMol25 dataset).

CARTESIAN COORDINATES (ANGSTROEM)
S 2.151 -0.899 -1.551
S 0.316 -2.246 0.937
S -1.439 1.396 0.178
B 1.218 -1.463 -0.343
H -0.926 1.635 -1.154
H -1.434 2.759 0.206
H 0.114 -1.182 1.728

Frontier orbital gap, eV: 9.81
Molar mass, g mol⁻¹: 110.0
HOMO level, eV: -9.69
SMILES: S=BS.S

natural (NBO) population analysis, charges in e, atoms 1 to 4: number 1, S, carries -0.205; number 2, S, carries -0.161; number 3, S, carries -0.326; number 4, B, carries 0.176



Arrangement b

# BH3S3

A 2-piece molecular cluster, BH3S3 overall (ωB97M-V/def2-TZVPD, the OMol25 dataset).

CARTESIAN COORDINATES (ANGSTROEM)
S 0.608 2.762 -1.215
S 0.466 -2.246 1.725
S -1.828 1.085 0.336
B -0.575 1.779 -0.356
H -0.317 -3.362 1.440
H 1.208 -2.350 0.493
H 0.437 2.332 -2.423

Frontier orbital gap, eV: 9.60
Molar mass, g mol⁻¹: 110.0
HOMO level, eV: -9.48
SMILES: S=BS.S

natural (NBO) population analysis, charges in e, atoms 1 to 4: number 1, S, carries -0.155; number 2, S, carries -0.314; number 3, S, carries -0.159; number 4, B, carries 0.147



arrangement a wins, 0.0041 hartree ahead of the next structure.